Record 1
{"formula": "C3H7BCl2O2", "method": "ωB97M-V/def2-TZVPD", "species": ["B", "C", "C", "C", "O", "O", "Cl", "Cl", "H", "H", "H", "H", "H", "H", "H"], "coordinates": [[-1.2394, -3.4472, 1.2498], [0.0788, 1.6564, -0.8977], [1.3654, 2.4790, -0.5727], [-0.3284, 0.3334, -0.3698], [-1.3483, -4.4219, 0.4747], [-1.3390, -2.3831, 1.8049], [2.6421, 1.3790, -1.0103], [-0.5723, 0.5863, 1.3780], [-0.9040, 2.2375, -0.8313], [0.1732, 1.6013, -2.0378], [1.4286, 3.4711, -1.1860], [1.6912, 2.6998, 0.5150], [0.5343, -0.2872, -0.4991], [-1.1592, -5.3876, 0.3056], [-1.0230, -0.5168, 1.6767]], "lowdin_charge": [-0.5598, -0.5197, -0.6463, -0.5504, 0.2956, 0.1242, 0.5538, 0.9149, 0.0999, 0.1100, 0.0997, 0.0708, -0.0242, 0.1840, -0.1526], "relative_energy_ev": 5.686, "energy_ev": -33037.73403, "lumo_ev": -0.33, "homo_lumo_gap_ev": 6.473, "multiplicity": 1, "max_force_ev_per_a": 5.26}

***

Record 2
{"formula": "C3H7BO2", "method": "ωB97M-V/def2-TZVPD", "species": ["B", "C", "C", "C", "O", "O", "H", "H", "H", "H", "H", "H", "H"], "coordinates": [[-0.5513, -0.1184, 0.2215], [1.2889, 1.1554, 0.3160], [1.6027, -0.3795, 0.5751], [-2.2857, -0.6172, -0.7718], [-0.0940, 1.1299, 0.0656], [0.3069, -1.0713, 0.5855], [1.4125, 1.7101, 1.2285], [1.7328, 1.5161, -0.5885], [2.1034, -0.7494, -0.3069], [2.2234, -0.5609, 1.5370], [-1.9352, -1.0208, -1.6748], [-2.8714, 0.3535, -0.7944], [-2.9331, -1.3475, -0.3927]], "lowdin_charge": [-0.5001, -0.1143, -0.0824, 0.0136, 0.0854, 0.1014, 0.1194, 0.1216, 0.1095, 0.1512, -0.0163, 0.0352, -0.0242], "relative_energy_ev": 1.565, "energy_ev": -7996.03187, "lumo_ev": 0.69, "homo_lumo_gap_ev": 10.492, "multiplicity": 1, "max_force_ev_per_a": 5.86}

***

Record 3
{"formula": "C3H7BO3", "method": "ωB97M-V/def2-TZVPD", "species": ["O", "B", "O", "C", "C", "O", "C", "H", "H", "H", "H", "H", "H", "H"], "coordinates": [[0.4885, 1.2544, -1.6072], [0.5351, -0.0314, -1.1311], [1.5241, -0.9125, -1.5875], [-0.4499, -0.6698, -0.0464], [-1.6775, 0.0270, 0.6106], [-1.0725, 0.2002, 1.9012], [0.2822, 0.0947, 1.5041], [1.2147, 1.4240, -2.2488], [1.9600, -0.6414, -2.3990], [-0.1691, -1.6519, 0.3548], [-2.0491, 0.8967, -0.0242], [-2.5117, -0.7666, 0.7001], [0.8921, -0.6174, 2.0291], [0.8209, 1.0969, 1.4810]], "lowdin_charge": [0.1498, -0.6560, 0.1253, -0.0050, -0.1880, -0.1532, -0.0764, 0.1187, 0.0889, 0.1132, 0.1362, 0.1323, 0.0903, 0.1238], "relative_energy_ev": 2.634, "energy_ev": -10043.34973, "lumo_ev": 0.24, "smiles": "OB(O)C1COC1", "homo_lumo_gap_ev": 9.495, "multiplicity": 1, "max_force_ev_per_a": 4.93}